(1)
{"formula": "O8V4", "method": "wB97M-V/def2-TZVPD", "total_charge": 4, "e_homo_ev": -25.271, "total_energy_ha": -4375.57292, "homo_lumo_gap_ev": 6.97, "largest_force_ha_per_bohr": 0.168, "molar_mass_g_mol": 331.8, "symbols": ["O", "V", "O", "O", "V", "O", "O", "V", "O", "O", "V", "O"], "positions_angstrom": [[1.281, -0.172, 0.860], [-0.183, -0.960, 0.891], [-1.081, -0.411, -0.215], [-1.650, -1.982, -0.531], [-2.864, -2.514, -1.458], [-3.772, -1.262, -2.009], [1.337, 1.604, -1.693], [2.030, 0.081, -1.731], [0.793, -0.937, -1.288], [2.064, 1.146, 1.858], [1.440, 2.550, 1.919], [0.606, 2.857, 3.396]], "mulliken_charge": [-0.429, 1.652, -0.296, -0.599, 1.985, -0.270, -0.379, 1.882, -0.515, -0.522, 1.843, -0.351]}

=====

(2)
{"formula": "OSb2Se8Tc", "method": "wB97M-V/def2-TZVPD", "total_charge": -1, "e_homo_ev": -3.544, "total_energy_ha": -19848.14407, "homo_lumo_gap_ev": 3.28, "largest_force_ha_per_bohr": 0.052, "molar_mass_g_mol": 989.2, "symbols": ["Tc", "Se", "Sb", "Se", "Se", "Se", "O", "Se", "Sb", "Se", "Se", "Se"], "positions_angstrom": [[-0.298, -0.330, -0.529], [6.121, -0.280, -1.008], [3.079, 0.724, -0.368], [1.352, -0.067, 1.242], [1.132, 1.302, -2.138], [4.059, -0.961, -2.033], [-0.025, -1.655, -1.391], [-5.778, 0.120, 1.963], [-3.609, 0.234, 0.999], [-1.619, -1.147, 1.515], [-2.331, 1.310, -1.175], [-2.083, 0.751, 2.923]], "nbo_charge": [0.635, -0.656, 0.831, -0.469, -0.508, -0.333, -0.350, -0.546, 0.939, -0.040, -0.330, -0.173]}

=====

(3)
{"formula": "S2", "method": "wB97M-V/def2-TZVPD", "total_charge": 0, "e_homo_ev": -9.814, "total_energy_ha": -796.10783, "homo_lumo_gap_ev": 4.91, "largest_force_ha_per_bohr": 0.080, "molar_mass_g_mol": 64.1, "symbols": ["S", "S"], "positions_angstrom": [[0.000, 0.000, 1.543], [0.000, 0.000, -1.543]], "nbo_charge": [0.000, 0.000]}

=====

(4)
{"formula": "S2", "method": "wB97M-V/def2-TZVPD", "spin_multiplicity": 2, "total_charge": 1, "e_homo_ev": [-17.528, -16.964], "total_energy_ha": -795.84328, "homo_lumo_gap_ev": [6.22, 5.94], "largest_force_ha_per_bohr": 0.140, "molar_mass_g_mol": 64.1, "symbols": ["S", "S"], "positions_angstrom": [[-0.722, -0.348, 0.973], [0.722, 0.348, -0.973]], "mulliken_spin": [0.500, 0.500]}